Entry 1:
The following is a quantum chemistry calculation of the molecule C5H11N at a distorted geometry, from OMol25.

Structure (ORCA input):
```
! wB97M-V def2-TZVPD RIJCOSX def2/J DEFGRID3
* xyz 0 1
N -2.704 -1.294 -0.328
C 0.348 0.858 0.456
C 1.778 0.336 0.580
C 2.643 0.702 -0.622
C -0.566 -0.126 -0.264
C -1.726 -0.505 0.274
H 2.841 1.775 -0.598
H -0.040 -0.755 -0.981
H 2.303 0.609 1.497
H 0.350 1.788 -0.118
H 2.163 0.414 -1.559
H 1.745 -0.754 0.706
H -2.101 -0.012 1.167
H -2.586 -1.474 -1.312
H 3.618 0.209 -0.611
H -3.663 -1.062 -0.136
H -0.092 0.961 1.449
*
```

## Properties
- Relative energy (zero: lowest compared OMol25 entry of this formula, charge and spin): 20.01 kcal/mol
- Max |F|: 1.75 eV/A
- Electronic energy: -6852.6609 eV
- SMILES: CCC/C=C/N
- E_HOMO: -7.9 eV



Entry 2:
The following is a quantum chemistry calculation of a structure of composition C22H32BN6ORuS4 at a distorted geometry, from OMol25.

Structure (ORCA input):
```
! wB97M-V def2-TZVPD RIJCOSX def2/J DEFGRID3
* xyz 1 5
Ru 9.081 10.699 15.411
S 8.622 11.061 17.682
S 8.095 8.499 15.471
S 11.122 9.853 16.212
S 7.196 12.013 15.225
O 8.796 14.071 11.154
N 8.672 7.347 13.024
N 6.286 13.379 13.002
N 7.106 8.748 12.926
N 8.677 12.907 9.215
N 10.010 10.975 13.462
N 6.180 11.216 12.815
C 9.844 10.241 18.483
C 10.941 9.676 17.862
C 11.913 8.854 18.660
C 9.007 13.059 10.511
C 9.484 11.980 12.691
C 8.014 14.007 8.462
C 7.935 8.222 13.791
C 8.424 11.529 8.657
C 9.236 11.225 7.422
C 6.539 12.191 13.642
C 5.816 11.792 11.629
C 5.814 13.137 11.765
C 9.757 10.001 19.948
C 10.698 11.051 10.837
C 6.474 14.739 13.493
C 7.307 8.291 11.661
C 11.296 10.158 11.674
C 8.974 15.018 7.917
C 9.685 6.367 13.571
C 9.677 11.940 11.316
C 8.287 7.395 11.702
C 10.863 10.073 12.999
B 5.895 9.737 13.250
H 9.373 6.240 14.620
H 8.942 10.264 7.035
H 8.471 10.860 9.522
H 11.186 9.313 13.695
H 7.461 13.496 7.689
H 6.590 8.576 10.904
H 8.443 15.873 7.500
H 7.370 11.527 8.310
H 10.257 11.120 7.594
H 8.817 6.830 10.991
H 5.575 14.040 11.124
H 10.717 6.724 13.585
H 7.285 14.412 9.144
H 5.656 15.175 14.078
H 6.737 15.364 12.591
H 9.611 14.586 7.112
H 5.023 9.412 12.507
H 10.646 10.307 20.458
H 7.287 14.724 14.224
H 12.019 9.427 11.330
H 9.636 15.368 8.654
H 8.879 12.750 13.170
H 9.520 5.438 13.068
H 5.678 9.789 14.437
H 8.929 10.560 20.474
H 9.553 8.940 20.100
H 12.654 8.372 18.064
H 11.010 11.012 9.819
H 12.424 9.576 19.277
H 9.018 12.029 6.741
H 5.489 11.139 10.876
H 11.422 8.214 19.440
*
```

## Properties
- Relative energy (zero: lowest compared OMol25 entry of this formula, charge and spin): 9.61 kcal/mol
- Max |F|: 3.34 eV/A
- Electronic energy: -80916.6333 eV
- E_HOMO (spin up / spin down): -9.7 / -11.0 eV



Entry 3:
The following is a quantum chemistry calculation of a structure of composition C26H51F3SbSi2Y at a distorted geometry, from OMol25.

Structure (ORCA input):
```
! wB97M-V def2-TZVPD RIJCOSX def2/J DEFGRID3
* xyz 0 1
Sb -3.201 -2.376 -0.424
Y 1.597 1.957 -0.020
Si 5.482 1.431 0.843
Si 2.803 1.986 2.514
F 0.530 -0.350 0.232
F -0.762 1.277 -0.492
F 0.812 0.521 -1.736
C -5.371 -1.914 -0.003
C -3.076 -5.510 -0.229
C -2.823 -3.247 -3.361
C -2.921 -0.766 -3.070
C 6.428 2.857 1.750
C 3.697 3.446 3.304
C -5.470 -1.580 1.484
C -1.045 -4.196 0.693
C 2.768 4.648 -1.421
C 2.836 5.542 -2.502
C -0.806 -1.925 -2.358
C 0.442 5.748 -2.447
C -5.727 -0.704 -0.877
C 5.859 1.560 -1.014
C 0.982 2.633 2.184
C 1.678 6.154 -2.994
C 0.385 4.846 -1.412
C 1.527 4.192 -1.025
C 2.466 0.549 3.750
C -6.049 -3.276 -0.385
C -2.571 -4.412 0.682
C -3.234 -4.312 2.069
C 6.306 -0.101 1.657
C -0.237 0.058 -0.880
C -2.252 -2.008 -2.603
C 3.588 1.369 0.931
H 3.675 4.309 -0.967
H -2.315 -5.919 -0.918
H 3.793 5.863 -2.917
H -6.477 -0.041 -0.347
H -2.562 -3.047 -4.389
H 4.327 3.214 4.173
H 1.397 0.437 3.885
H 6.205 2.908 2.799
H -0.792 -0.910 -1.513
H -0.291 -1.560 -3.250
H 6.198 3.845 1.322
H -0.558 4.709 -0.951
H -0.679 -3.268 1.054
H -6.102 -0.937 -1.961
H -5.305 -2.489 2.129
H 1.712 6.909 -3.793
H -4.716 -0.778 1.810
H 7.286 -0.292 1.165
H 0.562 2.943 3.198
H 5.788 2.635 -1.278
H -7.164 -3.120 -0.445
H 2.998 4.256 3.647
H 6.850 1.119 -1.311
H -3.906 -3.171 -3.333
H -0.553 -4.990 1.259
H -0.736 -4.221 -0.420
H -5.670 -3.632 -1.364
H -4.368 -4.223 2.076
H 7.505 2.674 1.514
H -3.408 -6.336 0.437
H 3.474 0.258 0.996
H -0.455 6.226 -2.948
H 5.748 -1.042 1.636
H -4.856 -0.006 -0.989
H -3.858 -1.009 -3.614
H -2.305 -0.141 -3.763
H -5.934 -4.060 0.420
H -3.914 -5.209 -0.823
H -3.161 -0.076 -2.242
H -2.811 -5.199 2.608
H 5.139 1.056 -1.669
H 0.794 3.506 1.556
H -2.972 -3.398 2.701
H 0.252 1.844 1.850
H -6.414 -1.106 1.645
H 4.309 3.864 2.515
H 6.595 0.114 2.671
H 2.847 -0.469 3.565
H -0.238 -2.721 -1.907
H 2.930 0.807 4.737
H -2.503 -4.225 -3.098
*
```

## Properties
- Relative energy (zero: lowest compared OMol25 entry of this formula, charge and spin): 106.94 kcal/mol
- Max |F|: 4.04 eV/A
- Electronic energy: -59270.7880 eV
- E_HOMO: -5.7 eV



Entry 4:
The following is a quantum chemistry calculation of the molecule C4H10S at a distorted geometry, from OMol25.

Structure (ORCA input):
```
! wB97M-V def2-TZVPD RIJCOSX def2/J DEFGRID3
* xyz 0 1
S 0.133 -0.707 -0.173
C 2.621 0.231 -0.012
C 1.223 0.628 0.129
C -1.518 -0.352 0.376
C -2.538 0.714 -0.211
H -3.330 0.846 0.517
H -1.672 -0.072 1.521
H 3.065 0.105 -1.023
H -1.809 1.681 -0.457
H 2.461 -0.743 0.560
H 3.458 0.982 0.373
H -1.901 -1.438 0.086
H 1.157 1.480 -0.673
H 0.978 0.955 1.232
H -3.267 0.183 -1.062
*
```

## Properties
- Relative energy (zero: lowest compared OMol25 entry of this formula, charge and spin): 63.86 kcal/mol
- Max |F|: 5.12 eV/A
- Electronic energy: -15142.5983 eV
- SMILES: CCSCC
- E_HOMO: -8.5 eV